DFT (the ωB97M-V functional and the def2-TZVPD basis) results for an isolated ion of composition C7H10BrN2O3 and charge +1.

Geometry as XYZ:
```
23
Properties=species:S:1:pos:R:3:forces:R:3
C 0.93187 2.20508 -0.07610 -0.05 -0.57 3.33
O 0.96365 0.41131 1.65203 -0.59 1.41 0.17
N 0.69185 0.84242 0.39595 -2.71 -3.03 -4.94
H -1.89901 -3.39583 0.37811 0.42 -1.49 0.59
C 0.16706 1.47824 -2.28159 0.34 -0.25 2.72
C -0.82362 -1.29199 0.22387 0.75 -0.04 0.76
O -1.91946 -1.59732 -0.43495 -0.04 1.19 -0.46
H -3.27835 -2.42732 0.86966 -1.03 1.17 2.79
C -2.64206 -2.70527 0.12629 0.82 0.05 -1.87
N -0.49896 0.39576 -1.66719 0.14 -0.10 0.99
C -0.19915 0.03637 -0.46983 2.91 0.42 6.51
C 0.92930 2.29836 -1.54014 -0.50 0.08 -0.86
H 0.04360 1.43713 -3.28539 -0.07 0.51 -2.96
H 1.83197 2.44900 0.51680 -0.42 0.79 -0.89
H 3.06092 0.04924 1.32209 -0.69 -0.75 -0.34
H -1.18490 -0.26804 -2.00208 -0.27 0.39 -1.34
H 2.50510 0.03910 2.86760 0.43 1.30 3.18
Br -0.58252 3.39027 0.87649 1.18 -0.72 -1.02
H 1.93583 -1.25450 2.03931 -0.11 -3.08 -0.46
O -0.40336 -1.91178 1.17720 0.06 1.70 -1.65
H 1.48467 3.10334 -2.03950 -0.27 -0.42 0.39
H -3.33072 -3.00156 -0.60350 -0.43 -0.83 -1.58
C 2.21625 -0.28201 1.95486 0.14 2.27 -3.10
```
Positions in Å, forces in eV/Å.

Properties
Total charge = +1
Calculated total energy = -86575.428 eV
E_LUMO = -4.9 eV
Kohn-Sham gap = 8.549 eV
ΔE to the lowest compared entry with this formula, charge and spin = 0.0 kcal/mol

DFT (the ωB97M-V functional and the def2-TZVPD basis) results for C27H42Cl3N4O3PrSi as an isolated structure.

Geometry as XYZ:
```
81
Properties=species:S:1:pos:R:3:forces:R:3
C 1.41743 0.43595 -3.58148 0.39 -0.14 0.62
H -2.06152 3.16539 1.81719 -0.14 0.37 -0.46
C 2.51313 -3.55756 -4.52332 0.07 0.02 -0.42
C -1.82675 3.74249 0.90170 -0.31 -0.35 0.29
C 2.61276 -2.78255 -1.61478 0.24 -0.64 -0.02
H -2.21400 -3.90916 3.63413 0.28 -0.12 -0.42
N -0.41552 4.09789 0.97672 -0.17 -0.47 -0.23
H 3.56725 -3.88082 -4.51698 -0.26 -0.02 -0.13
H 2.14827 -3.50761 -5.57294 0.34 -0.49 0.59
C -1.16905 0.65335 5.77755 -0.08 -0.47 -0.78
H 2.62239 2.06092 -2.88473 -0.20 -0.21 -1.05
C -0.16231 -2.71958 2.20212 0.47 0.76 -1.66
C 0.05539 0.53743 5.08077 -1.36 -0.13 0.60
H 2.04414 -3.71954 -1.68458 -0.11 0.18 0.02
C 2.34383 -2.17035 -3.98798 0.65 0.45 0.18
H 0.53952 2.55927 -6.65184 0.01 0.10 -0.16
C 0.41940 3.08295 1.10080 -0.72 -1.78 -0.34
H -0.54037 0.32305 -6.35371 0.29 0.26 0.15
H -2.14385 -5.34803 2.60205 -0.05 0.03 0.02
C 1.22258 0.75455 5.81238 0.57 -0.04 -0.42
H -1.66390 -3.66508 0.00878 0.39 -0.16 0.24
C -2.82593 0.43316 -3.56208 -1.53 0.29 -0.57
H 3.65785 -3.08345 -1.79099 -0.19 0.08 0.23
C -1.53566 0.05277 3.64918 1.53 0.35 0.86
H -3.76586 0.15012 -3.08854 -0.95 -0.04 -0.67
H -3.15310 0.32152 5.02849 0.78 0.00 -0.29
Cl 3.52625 -0.57410 2.20218 0.24 -0.19 0.34
C -1.01480 -4.34120 0.59200 -0.05 0.15 -0.22
H 0.01845 -1.02847 -4.41753 0.66 0.67 -0.02
H -2.13684 -0.19753 2.75783 0.74 0.13 0.49
C 1.14248 1.03362 7.17647 0.16 0.05 -0.23
C 0.78695 1.96073 -5.78881 0.39 -0.05 -0.10
H 2.54642 -2.44594 -0.57724 -0.13 0.25 -0.18
Si -1.73364 -0.20619 -2.24350 2.70 2.76 0.22
C 1.85649 -0.37167 -2.35655 2.33 -0.24 -0.65
C -1.27918 0.91560 7.13243 0.19 0.22 0.65
Cl -1.32468 -2.12600 -2.91286 0.13 -0.64 0.23
H 0.06450 -2.42253 3.24079 -0.34 -0.29 -0.23
C -0.08689 1.11546 7.84784 -0.83 -0.19 -0.63
H -0.59756 1.92398 -3.15270 -0.32 -0.10 0.51
H -2.01075 3.07844 0.04780 -0.01 0.31 0.15
C 1.73577 2.43716 -4.87130 -0.51 -0.07 -0.02
H 1.92435 -4.30076 -3.96708 0.14 0.17 -0.15
H 2.16119 0.69034 5.26048 -0.01 0.00 0.41
O 1.04438 -0.28962 -1.27509 -2.00 -0.84 1.05
H 2.05223 1.19594 7.75698 -0.19 -0.07 -0.31
H -0.11884 1.32365 8.91659 0.01 -0.05 -0.30
O 0.01519 1.86183 1.06368 -0.05 2.90 0.69
H -2.84417 1.54522 -3.65759 0.20 -0.98 0.16
H 0.81653 5.71741 1.42915 -0.24 0.08 -0.06
Cl 2.96510 2.08599 -0.62472 -0.06 0.22 1.04
C 2.25165 -1.81007 -2.69408 -0.61 0.21 -1.47
H -2.38618 0.46185 -0.08094 -0.53 -0.03 0.31
N -0.20239 0.14616 3.76702 -1.15 -0.03 -0.88
H -1.75027 2.26945 -1.82801 0.31 -0.45 -0.17
C 0.03744 5.45501 0.70379 0.79 0.34 0.02
H -0.05126 -4.45721 0.06645 -0.36 0.32 0.37
H 1.48132 3.27071 1.20179 0.22 0.38 -0.08
N -2.14800 0.33976 4.83472 -0.75 0.14 0.44
H -1.53337 -1.06863 0.19523 -0.01 0.24 -0.88
H -2.43724 4.64900 0.83972 0.18 -0.28 0.03
C 0.19098 0.70597 -5.63560 -0.05 0.55 0.25
H -0.87425 -5.04839 3.78073 0.09 0.14 -0.29
C 2.01470 1.69215 -3.73347 -0.13 -0.32 0.17
C -1.54181 -4.56732 3.05498 0.00 0.11 0.63
H -3.11206 -1.16084 -0.59422 -0.23 0.35 0.58
C 0.50370 -0.04872 -4.51558 -0.14 -0.21 -0.35
H -0.79694 6.15928 0.79442 0.24 -0.30 0.03
H -2.27385 0.94622 7.59006 0.49 0.06 0.04
H -0.03101 1.78644 -1.46959 -0.77 -0.16 -0.47
H 2.78264 0.08050 -1.96874 0.30 0.16 -0.87
H 2.23302 3.39546 -5.01461 -0.25 -0.12 -0.08
H 0.50735 5.56060 -0.29181 -0.47 -0.22 0.31
H 2.42323 -1.39315 -4.77608 -0.55 -0.59 0.77
C -0.90447 1.61013 -2.13711 0.71 -0.43 0.29
C -2.21590 -0.53229 -0.49068 -0.61 -0.45 0.19
O 0.23609 -1.96436 1.25568 -0.82 -1.90 1.81
Pr 1.46589 0.10993 0.75796 0.65 -0.32 -0.27
H -1.49080 -5.32339 0.61935 0.08 0.16 0.11
N -0.83620 -3.86442 1.98245 0.37 0.65 -0.26
H -2.73702 -0.00824 -4.57089 -0.13 -0.02 0.68
```
Positions in Å, forces in eV/Å.

Properties
Spin multiplicity = 3
Calculated total energy = -100302.422 eV
E_LUMO (alpha / beta) = 0.0 / 0.0 eV
Kohn-Sham gap (alpha / beta) = 7.406 / 7.410 eV
ΔE to the lowest compared entry with this formula, charge and spin = 4.4 kcal/mol
Expectation value of S² = 2.002

DFT (the ωB97M-V functional and the def2-TZVPD basis) results for a 12-piece molecular cluster, C4H32N2O13 overall.

Geometry as XYZ:
```
51
Properties=species:S:1:pos:R:3:forces:R:3
C -0.83953 -0.15447 0.49346 -0.64 -1.56 -0.22
H 0.07667 3.04414 -0.97244 0.25 0.22 -0.30
H 0.37607 -2.13906 -1.14502 0.77 -0.52 0.43
H 0.96192 -3.40158 2.39588 0.00 0.02 0.16
H 0.51356 -5.20378 -0.37058 -0.18 -0.14 -0.06
H -2.28813 1.82127 -1.00639 -0.21 0.59 0.09
H -0.13818 0.17774 1.26556 0.13 0.11 -0.16
H 3.93380 -0.69910 0.00005 0.11 0.09 -0.16
O -2.33568 -3.79217 -1.76847 -0.15 0.18 -0.49
H -4.58865 -0.51239 -2.03229 -0.84 -0.23 0.15
H -2.90707 -4.49518 -1.45829 0.18 -0.38 0.06
O 1.64586 1.28992 -0.74083 -0.23 -0.63 -0.02
N 0.84223 -1.25623 -1.03394 -1.27 0.14 -1.19
H 3.28823 0.69496 0.03340 0.02 -0.33 -0.18
H 3.07962 1.72826 1.73829 0.27 0.10 0.29
H 4.30860 3.07948 -1.92022 0.18 0.13 0.03
H -0.68000 -2.09195 0.95465 0.19 0.50 0.25
H 3.30885 -0.63123 1.99619 -0.09 0.23 0.14
H 1.65794 -1.14091 -0.46817 -0.12 -0.33 0.45
C -1.65177 2.16337 -1.82320 0.20 -1.31 0.03
O 4.00111 0.15984 0.43156 -0.08 0.02 0.09
H -2.55670 4.79470 0.36627 -0.16 0.00 0.03
O 1.91083 1.20815 4.11615 0.08 -0.57 -0.32
H -4.24754 0.81783 -2.34120 -0.51 0.63 -0.30
H -1.93045 3.12464 -2.22053 -0.23 0.02 0.01
H 3.15710 2.17673 -1.51764 -0.55 -0.30 -0.10
H -1.41996 -4.06020 -1.60610 -0.23 -0.17 0.47
O -1.37439 -1.43083 0.80441 -0.05 -0.30 0.45
H 2.36778 2.75854 0.95890 -0.17 0.25 0.10
H -3.18082 -2.40489 -1.04390 0.38 0.41 -0.32
O 2.55315 2.52667 1.88197 0.10 -0.26 -0.55
O 2.66520 -0.96131 2.64413 0.01 -0.24 -0.04
C 0.46695 1.10083 -1.09311 0.81 1.18 0.88
C -0.17876 -0.25992 -0.91042 1.01 2.06 0.08
H 0.26830 -3.92021 0.36662 -0.09 0.15 0.14
H 1.55725 -2.01099 2.03615 -0.03 -0.15 -0.04
N -0.25657 2.19961 -1.40371 -0.69 -0.85 -0.09
H 1.85405 1.75589 3.31007 -0.14 0.46 0.46
O -3.39847 -1.45572 -0.97172 -0.60 -0.23 -0.73
O -0.20790 -4.61338 -0.12133 0.54 -0.04 -0.15
H -1.74864 0.44462 0.50498 0.36 0.61 -0.18
H -3.31572 -1.27775 -0.04417 0.18 0.16 0.73
O -5.06237 0.29366 -2.33595 1.27 -0.27 0.19
H 2.43843 -0.23684 3.25521 0.02 -0.08 0.10
H -1.78734 1.36686 -2.56007 0.25 0.35 -0.38
O 0.98516 -2.75004 1.68998 -0.02 -0.17 -0.06
H -0.92451 -0.34509 -1.68593 -0.42 -0.64 0.01
H 1.59732 1.67323 4.88803 -0.09 0.29 -0.03
O 3.61352 2.97675 -1.26692 0.42 0.48 0.02
H -3.57229 3.68635 0.05086 -0.12 0.01 0.10
O -2.83808 4.18125 -0.32023 0.18 0.33 0.16
```
Positions in Å, forces in eV/Å.

Properties
Calculated total energy = -34266.255 eV
E_LUMO = 0.2 eV
Kohn-Sham gap = 9.642 eV
ΔE to the lowest compared entry with this formula, charge and spin = 56.5 kcal/mol

DFT (the ωB97M-V functional and the def2-TZVPD basis) results for an isolated molecule of C12H12OS.

Geometry as XYZ:
```
26
Properties=species:S:1:pos:R:3:forces:R:3
C 0.71853 -1.10310 -0.95607 -0.21 0.11 0.01
H -1.60640 -0.57485 -2.52018 -0.10 0.03 -0.17
H -1.01189 0.39175 2.88198 0.11 -0.02 0.05
C -0.12545 0.72757 0.94125 -0.46 -2.95 -2.86
H 3.72560 -0.01901 -1.16180 0.13 0.02 -0.06
H 3.26592 -1.69922 -1.49777 0.01 -0.03 -0.05
H 0.79546 -1.91170 -1.67562 0.21 -0.06 -0.15
C -0.64743 -0.69712 -0.57271 1.13 2.86 2.97
H -2.27583 3.04324 -0.42292 0.02 0.12 0.10
C -0.93212 1.91675 0.69422 -0.13 0.46 -0.04
C -1.43679 -0.01505 -1.60662 -0.26 -0.01 -0.21
C 1.80345 -0.53943 -0.45467 0.15 0.24 0.44
H -0.84261 2.70396 1.43556 -0.08 0.16 0.02
H -1.56749 -2.03621 2.44218 -0.10 -0.17 0.06
C -1.17218 -1.37667 1.68484 -0.12 0.02 0.10
H 0.51252 -0.46274 2.59746 -0.03 0.04 0.18
C 3.21163 -0.89489 -0.76873 0.14 0.04 0.07
H -1.83307 -2.46825 -0.00470 -0.10 -0.21 0.09
C -1.72719 2.11345 -0.36370 0.21 0.16 0.59
C -0.42802 -0.14816 2.12989 -0.06 -0.05 0.05
S 1.66589 0.91753 0.66828 -0.68 -1.12 -0.14
H -2.47890 1.64943 -2.31022 -0.02 -0.12 -0.08
H 3.72771 -1.20554 0.14017 0.11 -0.03 0.00
O 1.87341 2.07812 -0.20181 0.31 0.93 -0.49
C -1.29894 -1.61514 0.38973 -0.18 0.00 -0.10
C -1.91581 1.22530 -1.48805 0.03 -0.41 -0.38
```
Positions in Å, forces in eV/Å.

Properties
Calculated total energy = -25517.309 eV
E_LUMO = 0.5 eV
Kohn-Sham gap = 8.715 eV
ΔE to the lowest compared entry with this formula, charge and spin = 25.6 kcal/mol